No. 1
A cluster of 6 separate species, C49H82BF9NO22S in total. Source: OMol25; level of theory: the ωB97M-V functional and the def2-TZVPD basis.

As for the gap between HOMO and LUMO: 5.035 eV.

The geometry in ORCA input format:
```
! wB97M-V def2-TZVPD RIJCOSX def2/J DEFGRID3
* xyz 1 1
C 2.0594 2.2494 0.9014
C 1.8714 2.1634 -0.7584
C 1.5339 0.5891 -1.2219
C 2.9135 -0.1725 -0.7914
C 0.9965 0.4393 -2.7580
C 2.1479 1.2331 -3.6847
O 3.5030 0.6929 -3.6375
C 4.5240 1.6550 -4.0771
C 5.4112 2.4042 -2.9148
C 6.6091 3.4581 -3.3664
C 7.5386 4.1753 -2.1786
C 6.9223 3.7861 -4.9490
C 6.0031 3.0097 -6.0737
C 4.7935 1.9273 -5.6713
C 4.0210 1.2193 -6.9320
C 3.7118 -0.3806 -6.7501
C 2.6842 2.1123 -7.3596
C 0.9093 -1.0529 -3.3832
B 0.8613 -2.3631 -2.4210
O 0.5600 -2.4480 -0.9821
O 1.2115 -3.6752 -3.0760
C -0.4134 -1.3177 -4.3787
C -0.5090 -0.0294 -5.3476
C -0.8099 1.2864 -4.4053
C -0.3785 2.6611 -5.2607
C -1.5610 3.7612 -5.4443
C -2.8749 3.2625 -6.3086
O -3.0970 4.0861 -7.5073
C -2.1065 3.7241 -8.5340
C -2.0662 2.2014 -9.2006
O -1.2567 4.6644 -8.9620
N -0.3077 1.2507 -2.9894
S -1.5401 1.0276 -1.7762
O -1.2637 1.8148 -0.4285
O -1.7079 -0.4653 -1.2949
C -3.2739 1.5947 -2.1544
F -3.3526 2.8700 -2.9609
F -3.9779 1.9655 -0.8661
C -4.2609 0.5222 -2.8838
F -5.1697 1.3341 -3.7790
F -3.6212 -0.4742 -3.7607
C -5.2753 -0.3033 -1.8798
F -4.5979 -0.8966 -0.6860
F -6.4662 0.5171 -1.4410
C -5.9553 -1.6119 -2.6704
F -6.5033 -1.2720 -4.0027
F -5.0659 -2.8014 -2.6935
F -7.1445 -2.0132 -1.8287
H 3.1021 2.7231 1.1431
H 1.2344 3.0105 1.3071
H 1.8440 1.2294 1.4332
H 1.0194 2.9157 -1.0146
H 2.8641 2.5662 -1.2684
H 0.7678 0.2036 -0.3890
H 3.3556 -0.9105 -1.5895
H 3.8050 0.5762 -0.5255
H 2.7770 -0.8248 0.1996
H 1.9055 1.1615 -4.8540
H 2.1315 2.4115 -3.4894
H 5.1793 2.1374 -1.7964
H 8.3109 3.3251 -1.8531
H 8.2012 5.0548 -2.5928
H 6.9286 4.4358 -1.2144
H 7.7795 4.5071 -5.3309
H 6.2233 3.1959 -7.2088
H 4.7567 1.3104 -7.8664
H 2.5923 -0.5916 -7.0843
H 3.9853 -0.8269 -5.7036
H 4.3833 -0.9723 -7.5402
H 1.7602 1.4327 -7.1284
H 2.7266 3.1136 -6.7517
H 2.7657 2.3530 -8.5129
H 1.8310 -1.2236 -4.1248
H -0.3619 -2.8349 -0.9051
H 2.2287 -3.7375 -2.9950
H -0.1785 -2.3307 -4.9566
H -1.3026 -1.5150 -3.6508
H 0.4436 0.0787 -6.0407
H -1.4085 -0.2276 -6.1086
H -2.0015 1.3514 -4.5033
H 0.5490 3.2093 -4.8052
H -0.0972 2.2641 -6.3465
H -1.8489 4.3098 -4.4235
H -1.0883 4.6403 -6.1036
H -2.7742 2.1134 -6.5046
H -3.8120 3.4205 -5.5862
H -1.4971 1.5260 -8.4021
H -1.4589 2.3035 -10.1958
H -3.1621 1.7638 -9.3553
H 0.0301 2.2516 -2.8290
C -5.9707 -4.1152 1.3739
C -4.8680 -3.1608 1.7986
O -4.5678 -3.3173 3.1910
C -3.7896 -4.3824 3.5072
O -3.3274 -5.1939 2.7215
O -3.6367 -4.4056 4.8552
C -2.9072 -5.5333 5.3339
H -6.8468 -4.0041 2.0205
H -6.2663 -3.9289 0.3380
H -5.6456 -5.1570 1.4564
H -5.2092 -2.1291 1.6619
H -3.9663 -3.2859 1.1882
H -1.9454 -5.6331 4.8210
H -3.5063 -6.4415 5.2128
H -2.7140 -5.3853 6.3996
C 3.9756 0.2874 6.5369
C 4.8890 -0.2393 5.4435
O 4.4832 -1.5495 5.0286
C 3.4213 -1.5953 4.1858
O 2.8034 -0.6352 3.7547
O 3.1466 -2.8985 3.9265
C 1.9893 -3.0943 3.1170
H 3.9117 -0.4275 7.3633
H 4.3421 1.2434 6.9204
H 2.9569 0.4341 6.1648
H 5.9074 -0.3321 5.8355
H 4.9337 0.4449 4.5883
H 2.0433 -2.5064 2.1953
H 1.0902 -2.8387 3.6868
H 1.9390 -4.1523 2.8467
C -4.4379 -8.3989 1.7567
C -5.6853 -7.9316 2.4867
O -6.6086 -9.0136 2.6606
C -6.3211 -9.8737 3.6693
O -5.3686 -9.7988 4.4288
O -7.2630 -10.8504 3.6700
C -7.0294 -11.8766 4.6319
H -4.7038 -8.8956 0.8184
H -3.7780 -7.5549 1.5386
H -3.8794 -9.1265 2.3538
H -6.1956 -7.1732 1.8833
H -5.4417 -7.4674 3.4493
H -6.8861 -11.4591 5.6336
H -6.1618 -12.4740 4.3341
H -7.9073 -12.5276 4.6539
C -4.4594 4.7929 0.2089
C -3.2243 4.5465 1.0579
O -2.4424 5.7414 1.1777
C -2.8966 6.6522 2.0744
O -3.8876 6.5370 2.7774
O -2.0719 7.7290 2.0340
C -2.4878 8.8060 2.8706
H -4.1828 5.2275 -0.7569
H -5.0036 3.8603 0.0373
H -5.1374 5.5023 0.6935
H -2.5901 3.8005 0.5671
H -3.4842 4.1491 2.0458
H -2.6564 8.4703 3.8987
H -3.3925 9.2664 2.4608
H -1.6919 9.5552 2.8804
C 5.2687 3.7704 11.5780
C 4.4297 2.5842 11.1350
O 5.1449 1.7801 10.1887
C 6.0766 0.9456 10.7136
O 6.3434 0.8194 11.8978
O 6.6820 0.2940 9.6889
C 7.7510 -0.5566 10.0972
H 5.6243 4.3362 10.7111
H 4.6887 4.4352 12.2237
H 6.1558 3.4436 12.1293
H 3.5296 2.9465 10.6269
H 4.0980 1.9812 11.9881
H 7.4307 -1.2521 10.8793
H 8.5964 0.0484 10.4402
H 8.0715 -1.1394 9.2298
*
```

Löwdin atomic charge list, values in e, 5 entries: -0.092, -0.212, -0.248, -0.066, -0.215

No. 2
A cluster of 9 separate species, C49H86Br2F12N11O12 in total. Source: OMol25; level of theory: the ωB97M-V functional and the def2-TZVPD basis.

As for the gap between HOMO and LUMO: 6.503 eV.

The geometry in ORCA input format:
```
! wB97M-V def2-TZVPD RIJCOSX def2/J DEFGRID3
* xyz 1 1
C 0.7323 3.1697 2.5349
C 0.5812 4.1513 1.3844
O 1.5566 4.7408 0.9030
O -0.7125 4.3167 0.9865
C -0.9010 4.3800 -0.4302
C -1.9243 3.3653 -0.8996
N -1.3694 1.9591 -1.0183
N -0.1521 1.8613 -0.5915
C 0.4567 0.7042 -0.7020
C 1.8766 0.6511 -0.1793
C 2.9809 0.4885 -1.2639
C 2.7157 1.1594 -2.6036
F 1.8074 0.4844 -3.3420
Br 2.2631 3.0386 -2.4084
C 4.0083 1.1554 -3.4686
F 5.0147 1.7510 -2.8484
F 3.7986 1.8191 -4.6005
Br 4.4799 -0.6743 -3.9857
C -0.2018 -0.3822 -1.2912
C 0.5111 -1.6884 -1.4364
C 0.4534 -2.5976 -0.1647
O 1.5150 -2.3787 0.7401
C -1.5098 -0.2357 -1.7461
C -2.1698 -1.3926 -2.4317
C -2.6942 -2.4455 -1.3895
C -2.1934 -3.8849 -1.5931
C -3.3353 -4.8674 -1.9762
N -3.1833 -6.2406 -1.5048
C -1.8287 -6.7772 -1.6239
C -3.7309 -6.3977 -0.1842
C -3.4598 -5.3559 0.8898
O -4.4017 -7.4069 0.0795
C -2.1246 1.0174 -1.5659
C -3.5690 1.0836 -2.0751
F -3.4977 0.9595 -3.4084
F -4.1866 0.0128 -1.5349
C -4.5774 2.2115 -1.7813
F -4.3028 3.3646 -2.3743
F -4.6485 2.3594 -0.4371
C -6.0623 1.8550 -2.2232
F -6.6094 2.9260 -2.8058
F -6.1215 0.8660 -3.1317
C -7.0241 1.4928 -1.0514
F -7.3734 2.5506 -0.3328
F -6.6254 0.4746 -0.2980
F -8.1654 1.0842 -1.6527
H 1.7561 3.1207 2.8787
H 0.4399 2.1941 2.1407
H 0.0213 3.3808 3.3289
H 0.0048 4.3836 -1.0162
H -1.3714 5.3540 -0.6368
H -2.7334 3.4336 -0.1862
H -2.1504 3.6679 -1.9149
H 2.0455 1.6173 0.2910
H 1.9759 -0.0720 0.6181
H 3.2665 -0.5488 -1.4076
H 3.8749 0.9669 -0.8675
H 1.5664 -1.5367 -1.6282
H 0.1383 -2.2877 -2.2587
H -0.5187 -2.5691 0.3265
H 0.5702 -3.6151 -0.5321
H 1.1892 -1.7940 1.4349
H -3.0399 -1.0870 -2.9921
H -1.5247 -1.8848 -3.1505
H -3.7810 -2.4225 -1.3796
H -2.3667 -2.0784 -0.4174
H -1.8006 -4.2088 -0.6314
H -1.3743 -3.9708 -2.3052
H -4.2797 -4.4743 -1.6063
H -3.3743 -4.9091 -3.0671
H -1.3065 -6.4206 -2.5052
H -1.2259 -6.4834 -0.7497
H -1.8657 -7.8620 -1.5951
H -3.8571 -5.6890 1.8420
H -3.9578 -4.4177 0.6401
H -2.3758 -5.2238 1.0334
C -9.4299 1.9831 3.7734
O -9.6629 1.6672 4.9220
N -10.1288 2.8905 3.0626
C -9.7882 3.2160 1.6921
C -11.2552 3.5583 3.6945
H -8.5969 1.5362 3.2003
H -9.5490 4.2795 1.6177
H -10.6355 2.9915 1.0407
H -8.9305 2.6366 1.3691
H -10.9142 4.0972 4.5788
H -11.9927 2.8189 4.0071
H -11.7117 4.2554 2.9968
C -1.6720 -4.0372 3.4765
O -1.2939 -4.3664 2.3624
N -1.6906 -2.7771 3.9337
C -2.1534 -2.4462 5.2719
C -1.2303 -1.7115 3.0647
H -2.0367 -4.7700 4.2129
H -3.0016 -1.7630 5.2078
H -1.3457 -1.9674 5.8280
H -2.4625 -3.3454 5.7992
H -1.8384 -1.6894 2.1569
H -0.1901 -1.8938 2.7823
H -1.3042 -0.7567 3.5770
C -0.7897 8.0919 -1.6651
O -0.6609 6.8834 -1.4753
N 0.1417 9.0022 -1.3971
C -0.0630 10.4267 -1.6398
C 1.4121 8.5600 -0.8408
H -1.7136 8.5220 -2.0821
H 0.6903 10.7806 -2.3444
H 0.0419 10.9645 -0.7092
H -1.0517 10.6068 -2.0568
H 1.8905 7.8620 -1.5284
H 1.2406 8.0458 0.1050
H 2.0615 9.4153 -0.6785
C 7.6249 -0.1461 -2.7875
O 7.6101 -1.1310 -2.0703
N 8.7338 0.4543 -3.2526
C 8.6723 1.6269 -4.1054
C 10.0325 -0.0897 -2.8888
H 6.7001 0.3405 -3.1171
H 9.1532 1.4117 -5.0613
H 9.1892 2.4591 -3.6238
H 7.6375 1.9106 -4.2862
H 10.1080 -1.1215 -3.2330
H 10.1439 -0.0807 -1.8043
H 10.8230 0.5032 -3.3407
C 3.0464 -2.5220 4.5681
O 2.3406 -1.7093 5.1455
N 2.6932 -3.7837 4.2894
C 3.5615 -4.7201 3.5867
C 1.3874 -4.2592 4.6994
H 4.0598 -2.2687 4.2122
H 3.0669 -5.0468 2.6737
H 3.7474 -5.5829 4.2241
H 4.5105 -4.2615 3.3287
H 0.6148 -3.6436 4.2476
H 1.2952 -4.1839 5.7851
H 1.2570 -5.2934 4.3929
C 6.1282 -7.1158 2.1253
O 5.1234 -6.4261 2.1802
N 6.9280 -7.2254 1.0548
C 8.1065 -8.0737 1.0538
C 6.5987 -6.4691 -0.1422
H 6.4607 -7.7302 2.9793
H 8.9939 -7.4682 0.8634
H 8.0140 -8.8293 0.2715
H 8.2171 -8.5710 2.0148
H 6.5835 -5.4037 0.0881
H 5.6080 -6.7581 -0.4977
H 7.3334 -6.6623 -0.9169
C 2.4045 -9.4391 -1.3309
O 2.0754 -9.9158 -2.3986
N 3.3822 -9.9175 -0.5369
C 3.7178 -9.2880 0.7259
C 4.1175 -11.0966 -0.9631
H 1.9115 -8.5429 -0.9125
H 4.7608 -8.9665 0.7045
H 3.5775 -10.0045 1.5382
H 3.0855 -8.4214 0.9045
H 4.6039 -10.9011 -1.9195
H 3.4297 -11.9322 -1.0935
H 4.8669 -11.3549 -0.2193
C -1.1676 13.0279 -0.4397
O 0.0486 13.0694 -0.4030
N -1.9616 14.0986 -0.5923
C -3.4084 13.9887 -0.6232
C -1.3479 15.4109 -0.7305
H -1.7317 12.0851 -0.3421
H -3.7850 14.3652 -1.5759
H -3.8386 14.5763 0.1894
H -3.7129 12.9506 -0.5080
H -0.6934 15.4201 -1.6021
H -0.7472 15.6297 0.1522
H -2.1172 16.1695 -0.8447
*
```

Löwdin atomic charge list, values in e, 5 entries: 0.023, -0.490, 0.078, 0.005, -0.174